1.
DFT (the ωB97M-V functional and the def2-TZVPD basis) results for C20H31CdN6O4P as an isolated structure.

Geometry as XYZ:
```
63
Properties=species:S:1:pos:R:3:forces:R:3:lowdin_charge:R:1
Cd -0.1135 -0.1867 0.5234 -0.269 -0.403 1.202 1.453
C 2.0363 -1.2281 2.8701 0.162 0.508 0.321 -0.153
C 1.2542 -0.2898 3.7914 0.216 -0.397 -0.173 -0.159
O 0.5797 0.6523 2.9675 0.091 -0.159 -0.199 -0.223
C -0.4733 1.3413 3.6238 -0.565 -0.043 -0.027 -0.163
C -1.7663 0.5306 3.5803 0.360 0.228 0.195 -0.160
O -2.0659 0.2677 2.2122 0.366 0.064 -0.006 -0.198
C -3.0690 -0.7175 2.0402 -0.053 -0.495 -0.179 -0.166
C -2.4828 -2.1336 2.0725 -0.383 0.340 0.233 -0.158
O -1.4530 -2.2306 1.0954 -0.007 0.390 0.055 -0.228
C -0.5644 -3.3181 1.2958 0.508 -0.180 0.132 -0.156
C 0.5143 -2.9917 2.3317 -0.415 -0.256 -0.190 -0.158
O 1.2069 -1.8309 1.8888 -0.351 -0.017 -0.110 -0.245
H 2.5510 -1.9927 3.4643 0.000 0.130 -0.115 0.145
H 2.7698 -0.6412 2.3070 -0.010 -0.132 0.139 0.140
H 1.9515 0.2273 4.4628 -0.086 -0.094 -0.053 0.148
H 0.5389 -0.8531 4.4040 0.046 0.074 -0.055 0.126
H -0.6273 2.2698 3.0692 0.038 -0.010 0.105 0.126
H -0.2018 1.5744 4.6599 -0.058 0.024 -0.132 0.146
H -2.5836 1.1036 4.0387 0.126 -0.100 -0.059 0.149
H -1.6451 -0.4083 4.1355 -0.060 0.062 -0.058 0.125
H -3.5183 -0.5138 1.0662 -0.039 -0.046 0.153 0.112
H -3.8405 -0.6253 2.8142 0.053 -0.020 -0.147 0.146
H -3.2743 -2.8588 1.8448 0.089 0.052 0.079 0.148
H -2.0875 -2.3553 3.0719 -0.033 -0.010 -0.122 0.124
H -0.0955 -3.4947 0.3237 -0.045 -0.066 0.101 0.131
H -1.1113 -4.2176 1.5992 0.069 0.075 -0.070 0.146
H 1.2093 -3.8380 2.4062 -0.083 0.101 0.047 0.148
H 0.0641 -2.8203 3.3165 0.077 -0.014 -0.047 0.125
C -2.1890 1.1820 -4.4842 0.070 0.395 -0.778 -0.017
N -2.1332 0.4642 -3.2396 0.251 -0.177 0.671 -0.124
C -3.1079 -0.3309 -2.7388 -0.283 -0.325 0.326 -0.020
C -2.6720 -0.7638 -1.5172 -0.348 -0.109 -0.163 -0.112
N -1.4504 -0.2345 -1.2624 -0.220 0.265 -0.536 -0.027
C -1.1325 0.4977 -2.3263 0.210 0.115 -0.211 -0.455
P 0.5073 1.2056 -2.7184 -0.140 -0.252 0.658 1.192
C 1.4772 -0.2436 -2.1485 -0.102 0.209 -0.148 -0.451
N 1.3786 -0.8721 -0.9784 0.407 0.033 -0.663 -0.035
C 2.2837 -1.8784 -1.0057 0.342 -0.244 -0.203 -0.111
C 2.9399 -1.8640 -2.2066 0.011 -0.299 0.428 -0.023
N 2.4245 -0.8311 -2.9159 -0.237 -0.024 0.457 -0.123
C 2.8320 -0.4524 -4.2441 0.157 0.262 -0.701 -0.015
C 0.7617 2.2153 -1.2151 -0.007 -0.075 -0.406 -0.457
N 0.7028 1.8135 0.0520 0.082 0.475 -0.409 -0.029
C 1.1574 2.8487 0.7983 0.144 0.456 0.183 -0.109
C 1.4794 3.8946 -0.0220 -0.003 -0.114 0.486 -0.019
N 1.2246 3.4855 -1.2885 -0.218 -0.576 0.451 -0.124
C 1.3598 4.2842 -2.4762 0.121 0.447 -0.773 -0.018
H -3.2059 1.1436 -4.8709 0.084 0.009 0.045 0.107
H -1.5153 0.7437 -5.2227 -0.070 0.005 0.057 0.100
H -1.9113 2.2255 -4.3287 -0.084 -0.099 -0.038 0.093
H -4.0184 -0.5350 -3.2654 -0.141 0.016 -0.130 0.136
H -3.1480 -1.4498 -0.8435 -0.080 -0.019 0.041 0.101
H 2.4199 -2.5402 -0.1738 0.040 -0.090 0.094 0.103
H 3.7113 -2.5009 -2.5885 0.151 -0.080 -0.122 0.134
H 3.6161 -1.1294 -4.5763 -0.056 0.047 0.021 0.105
H 3.2208 0.5658 -4.2542 0.011 -0.065 0.014 0.097
H 1.9942 -0.5174 -4.9384 0.054 -0.033 0.030 0.097
H 1.2511 2.7848 1.8636 -0.008 0.001 0.145 0.099
H 1.8612 4.8669 0.2077 0.073 0.248 -0.002 0.135
H 1.5733 5.3118 -2.1873 -0.024 -0.087 -0.024 0.106
H 0.4332 4.2674 -3.0527 0.093 0.054 0.088 0.093
H 2.1715 3.9219 -3.1092 -0.030 0.025 0.094 0.099
```
Positions in Å, forces in eV/Å.

E_LUMO, eV: -4.85
Relative energy (zero: lowest compared OMol25 entry of this formula, charge and spin), kcal per mole: 0.0
Strongest force on any atom, eV/A: 1.3
Total charge: +2
Kohn-Sham gap, eV: 9.4
HOMO energy, eV: -14.3

2.
DFT (the ωB97M-V functional and the def2-TZVPD basis) results for a 10-piece molecular cluster, C9H30N10O20P overall.

Geometry as XYZ:
```
70
Properties=species:S:1:pos:R:3:forces:R:3:lowdin_charge:R:1
O 0.2968 0.5799 -2.4796 0.218 0.411 -0.085 0.168
N 0.1929 -0.3507 -1.8611 -1.771 0.108 0.278 0.077
O 1.4587 -1.2229 -1.9081 0.858 -0.270 -0.012 -0.386
P 2.6935 -0.7305 -1.0609 0.479 -0.746 0.205 1.036
H 2.9738 -1.7141 -0.1295 0.083 -0.101 0.305 0.013
H 2.4191 0.4457 -0.3944 0.050 0.345 -0.086 0.011
H 3.7676 -0.5711 -1.9105 0.172 0.098 -0.159 -0.006
C -0.2211 -3.5722 -3.3923 0.033 -0.159 0.151 0.044
N -1.1775 -4.6954 -3.1451 0.316 0.093 0.407 -0.429
O -1.0892 -5.2573 -2.0666 -0.101 0.019 -0.245 0.059
O -1.9699 -4.9614 -4.0126 -0.180 -0.004 -0.160 0.087
H 0.3943 -3.4784 -2.5098 0.070 -0.022 0.075 0.062
H 0.3735 -3.8128 -4.2671 -0.113 -0.004 -0.118 0.114
H -0.8035 -2.6750 -3.5646 -0.060 -0.016 -0.160 0.067
C 1.0981 1.6267 -5.4922 -0.169 -0.059 -0.244 0.050
N 2.2836 1.0164 -6.1582 0.021 0.074 0.060 -0.454
O 2.0920 0.2489 -7.0707 -0.026 -0.064 -0.070 0.087
O 3.3707 1.3345 -5.7174 0.022 -0.008 0.066 0.053
H 0.1992 1.2565 -5.9693 -0.013 -0.067 -0.054 0.095
H 1.1407 1.3302 -4.4535 0.091 0.122 0.011 0.055
H 1.1810 2.7032 -5.5929 0.083 0.042 0.062 0.105
C 6.6193 2.4820 -1.6163 0.089 -0.056 0.128 0.071
N 5.6110 1.3913 -1.5502 -0.098 -0.120 -0.003 -0.432
O 5.5188 0.7355 -0.5300 -0.012 0.044 0.158 0.049
O 4.9137 1.2052 -2.5281 0.051 0.229 -0.165 0.027
H 7.1463 2.5120 -0.6726 0.004 -0.041 0.075 0.101
H 7.2872 2.2523 -2.4394 -0.036 0.015 -0.096 0.110
H 6.0822 3.4054 -1.8034 -0.039 0.013 -0.097 0.108
C -0.0020 1.1686 2.8122 -0.204 -0.534 -0.359 0.051
N 1.0659 0.5024 2.0180 0.016 -0.102 -0.042 -0.419
O 0.7430 -0.2567 1.1084 -0.294 0.036 -0.172 -0.027
O 2.2144 0.7366 2.2989 0.167 0.130 0.010 0.092
H -0.9582 0.8387 2.4267 -0.016 -0.093 -0.020 0.104
H 0.1284 0.8698 3.8424 0.107 0.084 0.115 0.097
H 0.1222 2.2348 2.7069 0.210 0.125 0.077 0.078
C 0.4657 -4.8462 0.4896 0.010 -0.099 0.004 0.027
N 1.6264 -4.6049 1.3859 -0.037 0.300 -0.271 -0.435
O 1.7974 -5.3350 2.3240 0.013 -0.216 0.322 0.102
O 2.3492 -3.6571 1.1065 0.012 0.097 -0.112 0.009
H -0.0820 -5.7068 0.8474 -0.021 -0.061 0.047 0.087
H -0.1541 -3.9571 0.5133 0.000 0.050 -0.028 0.088
H 0.8559 -5.0239 -0.5046 0.039 0.032 -0.049 0.083
C -1.2684 4.6695 5.8018 0.347 -0.175 -0.069 0.047
N -0.6769 3.5294 5.0443 -0.048 0.237 0.279 -0.423
O 0.2586 3.7530 4.3038 0.089 0.191 -0.042 0.056
O -1.1709 2.4345 5.2168 -0.107 -0.109 0.003 0.061
H -0.7251 5.5672 5.5473 0.059 0.051 -0.054 0.096
H -2.3069 4.7357 5.5200 -0.170 -0.083 0.023 0.083
H -1.1702 4.4337 6.8558 -0.090 -0.028 0.051 0.113
C -4.3126 7.6984 4.3220 -0.062 -0.125 0.069 0.054
N -3.1639 7.7403 5.2706 -0.082 -0.055 0.089 -0.436
O -3.0277 6.8108 6.0477 -0.182 0.146 -0.075 0.030
O -2.4355 8.6995 5.2080 0.110 0.117 -0.052 0.089
H -4.8699 6.7882 4.4978 -0.007 -0.055 0.053 0.094
H -4.9207 8.5755 4.5125 0.026 0.090 -0.032 0.104
H -3.9035 7.7271 3.3181 0.034 0.095 -0.033 0.101
C -4.0522 -2.0244 -4.9324 -0.092 0.157 0.010 0.061
N -2.7717 -1.3289 -5.2480 -0.159 -0.117 -0.076 -0.446
O -2.7187 -0.1245 -5.1070 0.050 0.082 0.119 0.057
O -1.8538 -2.0246 -5.6274 0.125 0.047 0.024 0.050
H -4.7707 -1.2836 -4.6091 -0.010 0.081 0.004 0.096
H -4.3783 -2.5257 -5.8366 0.050 -0.095 -0.028 0.108
H -3.8456 -2.7489 -4.1516 0.059 -0.109 -0.052 0.092
C -2.3335 -5.1773 4.2152 0.025 0.136 0.031 0.057
N -2.2059 -4.9445 2.7493 0.006 0.059 0.055 -0.442
O -1.9052 -3.8280 2.3677 0.026 0.055 0.083 0.044
O -2.4056 -5.8897 2.0226 0.002 -0.108 -0.065 0.074
H -2.1251 -4.2483 4.7276 0.020 0.076 -0.012 0.094
H -3.3471 -5.5144 4.4014 -0.025 -0.096 -0.024 0.103
H -1.6176 -5.9468 4.4824 -0.016 -0.090 -0.027 0.105
```
Positions in Å, forces in eV/Å.

E_LUMO, eV: -4.76
Strongest force on any atom, eV/A: 1.8
Total charge: +1
Kohn-Sham gap, eV: 8.4
HOMO energy, eV: -13.1

3.
DFT (the ωB97M-V functional and the def2-TZVPD basis) results for a 8-piece molecular cluster, C23H46N2O22S2 overall.

Geometry as XYZ:
```
95
Properties=species:S:1:pos:R:3:forces:R:3:lowdin_charge:R:1
C -3.0220 0.5083 -0.0812 3.632 -0.573 -4.699 0.087
N -2.1025 -0.7458 -0.0020 3.860 5.011 3.785 -0.327
C -0.7957 -0.4467 -0.7428 -1.792 0.050 0.226 0.030
C -1.5752 -0.9506 1.4008 -1.342 -1.730 3.955 -0.001
C -2.7859 -1.8597 -0.4175 1.761 -6.920 -0.230 -0.167
C -4.1077 -2.2734 0.2237 -0.188 1.574 -6.441 -0.293
O -4.4545 -3.5505 -0.0886 1.082 -0.761 0.849 0.008
H -3.9174 0.2880 0.3548 -2.090 -0.109 1.706 0.062
H -3.1984 0.5706 -1.2444 0.086 0.111 2.202 0.155
H -2.3901 1.3652 0.1590 -0.624 -0.045 0.572 0.087
H -1.1186 -0.3057 -1.6982 -0.444 1.137 -2.817 0.059
H -0.0668 -1.1590 -0.8302 0.804 -3.623 0.221 0.084
H -0.0889 0.2335 -0.3579 -0.560 2.223 1.032 0.083
H -0.9988 -0.1802 2.0372 -1.269 -0.097 -2.077 0.096
H -0.8015 -1.7997 1.4124 -1.679 0.672 -0.383 0.117
H -2.5696 -1.2284 2.0711 2.924 0.423 -1.496 0.165
H -2.0379 -2.8335 -0.1855 -1.742 2.398 -0.855 0.215
H -2.8717 -1.7884 -1.4561 -0.267 -0.153 -1.826 0.117
H -4.8115 -1.6076 -0.1965 -1.395 0.795 -0.264 0.117
H -4.0017 -2.0849 1.1515 0.130 0.921 7.011 0.042
H -3.7762 -3.9282 0.5170 -0.449 -1.981 -0.468 0.062
N -1.4789 -4.7501 2.0192 4.389 1.517 1.727 -0.698
O -0.5367 -4.7657 1.2353 0.756 -0.407 -2.457 -0.044
O -1.1875 -4.5673 3.1912 0.149 0.019 2.965 -0.060
O -2.6137 -4.7694 1.7029 -5.520 -0.398 -2.349 -0.018
O 1.8919 -2.1809 6.2946 0.136 2.591 -4.171 -0.338
S 1.9928 -1.5042 4.9257 2.055 -4.055 3.002 0.672
O 1.7842 -0.1107 4.7401 -0.415 1.283 0.260 -0.312
O 3.5612 -1.8268 4.3705 -2.059 -0.247 0.099 -0.284
C 4.5935 -1.7162 5.3689 0.797 -3.623 -0.597 -0.292
C 5.9769 -1.9963 4.7298 -1.375 -0.407 -3.458 -0.071
C 0.9723 -2.4206 3.7883 -1.476 -1.619 3.719 -0.132
H 4.3964 -2.4651 6.1903 0.149 1.104 -0.692 0.134
H 4.5686 -0.7608 5.6420 -0.118 3.889 1.972 0.060
H 6.8506 -1.5455 5.1891 -0.230 -0.299 0.734 0.051
H 6.0235 -1.4449 3.5950 -0.382 -1.924 2.919 0.139
H 5.9835 -3.1442 4.6739 0.824 1.807 -0.445 0.095
H 1.0613 -2.0642 2.8159 0.484 0.476 -1.731 -0.003
H -0.1715 -2.1144 4.2148 3.186 -1.517 -1.090 0.154
H 1.3573 -3.5364 3.9406 -1.634 2.366 -0.543 0.138
O -0.2574 2.2726 1.6712 0.639 0.406 0.647 -0.324
S -0.7714 2.9257 2.8633 0.912 -0.230 -0.371 0.680
O -0.0077 3.8974 3.6411 -0.946 -0.863 -1.790 -0.273
O -2.1432 3.5806 2.2849 -0.154 -1.830 2.351 -0.211
C -1.9828 4.7372 1.5132 0.801 -3.346 -2.108 -0.327
C -3.1473 5.1026 0.7584 -4.286 -4.355 0.335 -0.039
C -1.1607 1.6886 4.0897 6.276 0.919 0.402 -0.087
H -1.0453 4.6528 0.9750 -0.072 -0.834 -1.589 0.113
H -1.6379 5.4676 2.0228 1.382 5.280 4.760 0.062
H -2.9019 5.9173 0.2541 1.052 3.336 -3.151 0.040
H -4.0730 5.4463 1.2851 0.979 -0.550 0.458 0.113
H -3.5302 4.2028 0.1354 0.782 1.754 0.456 0.122
H -1.9791 1.2131 4.0753 -6.699 -3.246 -1.215 -0.019
H -1.2378 2.3162 4.9150 0.213 0.817 1.889 0.048
H -0.3958 0.7891 4.3304 -0.767 2.709 -1.117 0.136
C 0.1148 3.2932 -1.5966 1.708 1.150 1.405 -0.140
C 0.1226 4.5785 -2.3613 -0.774 -2.010 -6.125 -0.110
O -1.2519 4.8704 -2.6357 -2.028 -1.789 1.288 0.035
C -1.9772 3.7545 -2.2628 -4.700 1.114 -3.113 -0.530
O -3.2047 3.6093 -2.5229 4.757 0.548 1.508 0.079
O -1.1901 2.8012 -1.8216 0.348 -1.117 1.256 0.054
H 0.3867 3.6431 -0.5725 -1.218 -0.992 0.060 0.119
H 0.9147 2.5863 -1.8143 -0.536 -0.267 -0.642 0.128
H 0.4862 4.4364 -3.5249 0.272 0.724 3.166 0.190
H 0.3554 5.4044 -1.8304 2.231 2.476 1.304 0.094
C 0.2777 -3.4388 -6.3252 7.136 -3.172 -7.443 -0.233
C 1.3126 -3.9060 -5.2838 -4.420 -2.475 1.038 -0.118
O 0.6541 -3.4074 -4.1396 0.667 1.440 1.400 0.065
C -0.4594 -2.6435 -4.4491 3.959 -5.409 -0.162 -0.586
O -1.1450 -2.2270 -3.6354 -2.902 3.249 2.723 0.229
O -0.7276 -2.9138 -5.7008 -4.354 2.220 -1.008 0.101
H 0.2249 -4.4174 -7.0119 -1.604 2.105 1.419 0.161
H 0.8439 -2.6924 -7.2211 -1.726 -1.485 2.875 0.189
H 2.2285 -3.5891 -5.4318 4.439 2.615 -0.435 0.066
H 1.5134 -5.0199 -5.1320 -1.168 1.090 -0.368 0.157
C 3.3092 0.9133 2.0217 -0.274 3.318 -3.894 -0.103
C 3.1456 1.5117 0.4999 0.139 -0.145 0.583 -0.049
O 2.3968 0.3942 -0.0149 -1.319 2.101 -2.469 0.046
C 2.5934 -0.7015 0.6457 0.060 -3.380 0.681 -0.585
O 2.3255 -1.8424 0.3109 0.055 2.337 0.313 0.152
O 3.1491 -0.4277 1.8402 0.771 -1.330 0.508 0.058
H 2.4604 1.3486 2.4564 -0.816 0.470 1.665 0.096
H 4.2550 1.3296 2.2577 0.931 -0.547 1.384 0.125
H 4.0123 1.5768 -0.1316 1.167 -0.660 0.193 0.106
H 2.7965 2.5904 0.2781 -0.938 -1.991 1.036 0.144
C -0.1021 0.5846 -6.0002 1.821 0.490 1.400 -0.052
C -0.4416 1.1059 -4.5942 2.329 4.205 0.380 -0.076
O 0.7325 0.7753 -3.7518 -1.409 0.173 -1.833 0.022
C 1.5735 0.0178 -4.5315 0.053 -1.250 2.839 -0.599
O 2.4497 -0.6108 -4.0129 0.295 0.619 -0.817 0.163
O 1.1723 -0.0897 -5.7742 -0.409 0.238 -1.253 0.062
H 0.1090 1.3735 -6.7120 -0.570 -0.265 -0.464 0.135
H -0.7921 -0.2097 -6.1994 -0.481 0.018 -1.050 0.120
H -1.2850 0.5701 -4.3633 -1.962 -0.968 1.754 0.080
H -0.6013 2.3188 -4.4199 0.201 -3.293 -0.923 0.179
```
Positions in Å, forces in eV/Å.

E_LUMO, eV: -0.25
Relative energy (zero: lowest compared OMol25 entry of this formula, charge and spin), kcal per mole: 36.1
Strongest force on any atom, eV/A: 10.8
Total charge: 0
Kohn-Sham gap, eV: 7.0
HOMO energy, eV: -7.3

4.
DFT (the ωB97M-V functional and the def2-TZVPD basis) results for a 4-piece molecular cluster, H7O4 overall.

Geometry as XYZ:
```
11
Properties=species:S:1:pos:R:3:forces:R:3:lowdin_charge:R:1
O 0.0900 0.1240 -0.4644 -0.387 0.068 -0.126 -0.395
H 0.0007 0.4811 -1.3549 0.194 0.106 0.058 -0.037
O -2.2775 -1.2277 -0.4363 -0.231 0.496 -0.013 -0.136
H -2.5843 -0.9793 0.4388 -0.168 -0.143 0.116 0.001
H -1.5573 -0.5483 -0.5577 0.558 -0.606 0.072 -0.019
O -0.1391 2.3232 0.9520 0.236 -0.261 0.227 -0.169
H -0.0384 1.4154 0.4989 -0.189 0.200 -0.381 -0.033
H 0.7323 2.4425 1.3420 -0.064 0.113 0.006 -0.009
O 2.2049 -1.4298 -0.4208 0.194 -0.220 0.088 -0.160
H 1.3665 -0.8735 -0.4918 -0.101 0.210 0.072 -0.039
H 2.2022 -1.7276 0.4942 -0.040 0.039 -0.119 -0.006
```
Positions in Å, forces in eV/Å.

E_LUMO, eV: 4.58
Relative energy (zero: lowest compared OMol25 entry of this formula, charge and spin), kcal per mole: 1.8
Strongest force on any atom, eV/A: 0.8
Total charge: -1
Kohn-Sham gap, eV: 9.4
HOMO energy, eV: -4.8

Copy entry 4 word for word.
DFT (the ωB97M-V functional and the def2-TZVPD basis) results for a 4-piece molecular cluster, H7O4 overall.

Geometry as XYZ:
```
11
Properties=species:S:1:pos:R:3:forces:R:3:lowdin_charge:R:1
O 0.0900 0.1240 -0.4644 -0.387 0.068 -0.126 -0.395
H 0.0007 0.4811 -1.3549 0.194 0.106 0.058 -0.037
O -2.2775 -1.2277 -0.4363 -0.231 0.496 -0.013 -0.136
H -2.5843 -0.9793 0.4388 -0.168 -0.143 0.116 0.001
H -1.5573 -0.5483 -0.5577 0.558 -0.606 0.072 -0.019
O -0.1391 2.3232 0.9520 0.236 -0.261 0.227 -0.169
H -0.0384 1.4154 0.4989 -0.189 0.200 -0.381 -0.033
H 0.7323 2.4425 1.3420 -0.064 0.113 0.006 -0.009
O 2.2049 -1.4298 -0.4208 0.194 -0.220 0.088 -0.160
H 1.3665 -0.8735 -0.4918 -0.101 0.210 0.072 -0.039
H 2.2022 -1.7276 0.4942 -0.040 0.039 -0.119 -0.006
```
Positions in Å, forces in eV/Å.

E_LUMO, eV: 4.58
Relative energy (zero: lowest compared OMol25 entry of this formula, charge and spin), kcal per mole: 1.8
Strongest force on any atom, eV/A: 0.8
Total charge: -1
Kohn-Sham gap, eV: 9.4
HOMO energy, eV: -4.8